# 1
Computed, not measured: a structure of composition C49H46BCl2N6OS3SiW, with ωB97M-V/def2-TZVPD.

- multiplicity = 3
- HOMO energy (alpha / beta) (eV) = -2.374 / -5.134
- LUMO energy (alpha / beta) (eV) = 2.4 / 2.4
- charge = -1
- molar mass (u) = 1124.8
- energy above the lowest of the compared OMol25 structures with the same formula, charge and spin (kcal per mole) = 0.0
- gap between HOMO and LUMO (alpha / beta) (eV) = 4.8 / 7.5

XYZ file:
```
110
Properties=species:S:1:pos:R:3:lowdin_charge:R:1
W 0.36484 0.03422 0.49026 1.358
C 0.80082 2.60375 -3.22818 -0.027
N 1.98181 1.78831 -3.03001 -0.102
C 3.26010 2.14682 -3.39317 -0.049
C 4.02301 1.03988 -3.24998 -0.064
N 3.21769 0.01420 -2.81629 -0.020
B 3.71564 -1.45852 -2.79353 -0.457
N 3.31801 -2.24571 -1.49900 -0.002
C 3.37152 -3.62060 -1.52088 -0.079
C 3.39108 -4.06850 -0.24681 -0.052
N 3.33389 -2.95511 0.55879 -0.109
C 3.55026 -2.97862 1.99161 -0.033
C 3.26606 -1.84386 -0.21924 -0.667
S 3.08370 -0.25114 0.41600 0.665
C 1.97693 0.48926 -2.65253 -0.694
S 0.58685 -0.38192 -2.13059 0.613
H 1.00041 3.62293 -2.90482 0.090
H -0.00045 2.18048 -2.63691 0.031
H 0.51159 2.59763 -4.28062 0.104
H 3.49921 3.14653 -3.70883 0.117
H 5.07345 0.88561 -3.41339 0.112
H 4.92658 -1.40343 -2.84521 0.074
H 3.25714 -2.06973 -3.73272 0.074
H 3.39559 -4.15598 -2.45317 0.116
H 3.41191 -5.06278 0.16301 0.123
H 2.91961 -3.74184 2.44250 0.070
H 3.29440 -2.00379 2.39666 0.052
H 4.59972 -3.19455 2.19896 0.097
C -0.43410 -4.44446 -2.59204 -0.059
C -0.61989 -5.48225 -1.48548 -0.551
C 0.34971 -6.64146 -1.75381 -0.049
C -2.06472 -5.99687 -1.53929 -0.044
C -0.34979 -4.89833 -0.09884 -0.172
C -0.40804 -5.73550 1.02579 -0.055
C -0.14399 -5.26008 2.30156 -0.087
C 0.17015 -3.92092 2.46527 -0.473
S 0.60537 -3.05485 3.92640 1.022
C 0.81719 -1.59797 2.97895 -0.622
N 0.56515 -1.76746 1.65245 -0.131
C 0.21341 -3.06397 1.35933 -0.311
C -0.04241 -3.55841 0.07953 0.028
C 1.09373 -0.29583 3.43472 -0.310
C 1.45528 0.03053 4.75958 -0.065
C 1.77583 1.32908 5.07564 -0.109
C 1.74354 2.32249 4.08496 -0.100
C 1.34942 2.00597 2.79488 -0.150
C 0.98868 0.70614 2.42054 -0.313
H -0.60859 -4.91490 -3.56302 0.087
H 0.57585 -4.02907 -2.59406 0.076
H -1.13545 -3.61566 -2.49212 0.044
H 0.14939 -7.07847 -2.73568 0.081
H 0.25892 -7.43132 -1.00698 0.071
H 1.38129 -6.28221 -1.74422 0.077
H -2.28533 -6.40388 -2.52991 0.081
H -2.76446 -5.18318 -1.33604 0.083
H -2.23909 -6.78256 -0.80184 0.075
H -0.65996 -6.78187 0.90467 0.099
H -0.18660 -5.92652 3.15457 0.102
H 0.02774 -2.87205 -0.75571 0.068
H 1.49749 -0.74458 5.51843 0.090
H 2.06091 1.58515 6.08947 0.090
H 2.01265 3.34257 4.33188 0.092
H 1.32036 2.79955 2.05765 0.071
Cl -2.62254 -1.24056 -2.20891 0.697
C -3.24755 -1.57487 -0.62582 -0.585
C -4.42201 -2.29528 -0.52285 -0.131
C -4.94940 -2.57161 0.72830 -0.102
C -4.29504 -2.11212 1.85795 -0.124
C -3.11681 -1.39386 1.74088 -0.575
Cl -2.35965 -0.85465 3.19864 0.769
C -2.53013 -1.10578 0.49342 -0.405
N -1.35490 -0.43680 0.34018 -0.198
H -4.91190 -2.63176 -1.42642 0.097
H -5.86593 -3.13856 0.82174 0.098
H -4.68626 -2.30828 2.84677 0.097
O 0.24572 1.96558 -0.02455 -0.487
Si -0.58854 3.34103 0.09184 0.483
C 0.68821 4.73097 0.09835 -0.213
C 0.38424 6.06330 0.38599 -0.096
C 1.35896 7.05171 0.34809 -0.098
C 2.66922 6.72232 0.02976 -0.105
C 2.99863 5.40172 -0.24160 -0.087
C 2.01735 4.41978 -0.20649 -0.096
C -1.76998 3.55870 1.53797 -0.196
C -1.75446 2.78750 2.69828 -0.082
C -2.65970 3.01882 3.72689 -0.084
C -3.59538 4.03574 3.61928 -0.102
C -3.63538 4.81187 2.46789 -0.099
C -2.73852 4.56560 1.43956 -0.107
C -1.70710 3.54740 -1.40965 -0.246
C -1.78427 4.70251 -2.18627 -0.104
C -2.65126 4.78190 -3.27065 -0.098
C -3.45124 3.69690 -3.59945 -0.100
C -3.38196 2.53384 -2.84202 -0.083
C -2.52213 2.46494 -1.75644 -0.089
H -0.62879 6.33786 0.65956 0.094
H 1.09753 8.07817 0.57606 0.095
H 3.43282 7.49045 0.00611 0.094
H 4.02286 5.13146 -0.46953 0.099
H 2.28499 3.38578 -0.39848 0.095
H -1.03124 1.99048 2.80442 0.060
H -2.63128 2.39387 4.61096 0.099
H -4.29926 4.21757 4.42272 0.094
H -4.37431 5.59771 2.36486 0.094
H -2.81542 5.15376 0.53008 0.093
H -1.14981 5.55217 -1.95294 0.095
H -2.69672 5.68870 -3.86249 0.094
H -4.12242 3.75410 -4.44805 0.094
H -3.99121 1.67554 -3.09844 0.093
H -2.45904 1.54401 -1.18466 0.077
```


# 2
Computed, not measured: a structure of composition C49H46N6O2SSb2Ti at a distorted geometry, with ωB97M-V/def2-TZVPD.

- multiplicity = 3
- HOMO energy (alpha / beta) (eV) = -5.185 / -6.775
- LUMO energy (alpha / beta) (eV) = -0.7 / -0.6
- molar mass (u) = 1074.4
- energy above the lowest of the compared OMol25 structures with the same formula, charge and spin (kcal per mole) = 0.0
- gap between HOMO and LUMO (alpha / beta) (eV) = 4.5 / 6.2

XYZ file:
```
107
Properties=species:S:1:pos:R:3:lowdin_charge:R:1
Ti 17.35219 13.02142 16.42561 0.757
O 20.33801 12.27308 19.27519 0.018
C 19.67194 12.54260 18.26503 -0.486
N 18.40541 13.02476 18.27072 -0.014
C 17.72875 13.72183 19.27377 -0.223
C 18.19085 14.23236 20.50659 -0.032
C 17.29453 14.83300 21.35128 -0.116
C 15.87811 14.73046 21.21043 -0.088
C 15.40720 13.94973 20.13459 -0.007
C 16.32569 13.56597 19.10616 -0.205
N 15.86944 13.10526 17.87631 -0.015
C 14.74313 12.44904 17.60524 -0.474
O 13.60899 12.51559 18.14340 0.009
C 14.86035 11.56218 16.46803 -0.121
C 13.82287 10.60701 16.16884 0.047
C 14.10732 9.69031 15.13312 -0.037
C 15.36643 9.70248 14.52344 -0.044
C 16.38157 10.54166 15.00784 -0.082
N 16.13050 11.51975 15.89907 -0.019
C 20.11626 12.18713 16.88511 -0.174
C 21.42897 11.83535 16.51959 -0.052
C 21.67883 11.65498 15.20909 -0.088
C 20.68631 11.85985 14.10865 -0.058
C 19.46503 12.23079 14.52644 -0.203
N 19.19129 12.47966 15.85405 -0.106
H 19.25458 14.20795 20.63329 0.098
H 17.54749 15.50980 22.14311 0.083
H 15.16638 15.33114 21.74519 0.085
H 14.31558 13.70536 19.98037 0.111
H 12.92335 10.62460 16.75354 0.111
H 13.28387 9.04587 14.70551 0.132
H 15.43982 8.95199 13.75037 0.104
H 17.43800 10.32371 14.86594 0.117
H 22.12136 11.68768 17.34506 0.120
H 22.72737 11.42475 14.97236 0.094
H 21.04175 11.70544 13.13062 0.077
H 18.63353 12.32524 13.82616 0.100
C 10.38344 14.18443 10.43552 -0.397
C 9.04380 13.95907 11.09804 -0.401
C 9.15755 14.24012 12.59250 -0.400
Sb 10.31210 12.79389 13.85544 1.416
C 10.20581 14.37565 15.44824 -0.381
C 9.36186 15.45780 15.54052 -0.109
C 9.82929 16.52373 16.32020 -0.119
C 10.96431 16.53366 17.04241 -0.113
C 11.66534 15.34049 17.10539 -0.072
C 11.22383 14.30106 16.30732 -0.204
C 8.74948 11.55491 14.59240 -0.447
C 8.72704 11.17059 15.95101 -0.138
C 7.96327 10.10992 16.28962 -0.104
C 7.08987 9.46584 15.39102 -0.090
C 7.14659 9.79904 14.06080 -0.085
C 7.87483 10.97919 13.68250 -0.136
Sb 11.93653 12.60287 10.36658 1.415
C 13.51538 13.82342 9.45226 -0.410
C 14.76435 13.98640 10.04353 -0.154
C 15.68667 14.73608 9.36388 -0.088
C 15.35348 15.49728 8.18242 -0.079
C 14.09278 15.36560 7.67939 -0.104
C 13.13879 14.59905 8.39789 -0.155
C 11.00134 10.98364 9.33747 -0.425
C 10.21258 11.05344 8.21133 -0.141
C 9.80281 9.91447 7.52852 -0.075
C 10.15989 8.68024 8.08842 -0.101
C 10.85910 8.54741 9.27727 -0.085
C 11.15780 9.72784 9.96417 -0.157
H 10.83496 15.08504 10.91086 0.070
H 10.27065 14.35632 9.35040 0.028
H 8.54294 12.96414 10.99356 0.094
H 8.22128 14.59453 10.73664 0.104
H 8.16355 14.06956 13.11774 0.064
H 9.50808 15.25970 12.86114 0.055
H 8.48956 15.52312 14.87761 0.096
H 9.28388 17.45850 16.26865 0.100
H 11.27876 17.39078 17.65311 0.111
H 12.50088 15.16216 17.82929 0.119
H 11.80426 13.41061 16.48585 0.067
H 9.30881 11.75020 16.64779 0.093
H 7.92314 9.86530 17.33272 0.098
H 6.48880 8.66049 15.74136 0.091
H 6.64996 9.25065 13.27637 0.095
H 7.89058 11.26908 12.60217 0.092
H 15.09879 13.46276 10.94656 0.100
H 16.68502 14.76097 9.75823 0.091
H 16.12673 16.01080 7.55351 0.116
H 13.79499 15.77297 6.75089 0.088
H 12.06296 14.56442 7.99091 0.110
H 9.81358 12.02709 7.98694 0.090
H 9.29127 9.87127 6.60244 0.090
H 9.95264 7.80736 7.47135 0.101
H 11.22022 7.58717 9.66389 0.109
H 11.48947 9.68727 10.97687 0.064
S 16.87852 15.07898 15.31289 0.658
C 17.69075 16.48602 16.01106 -0.690
N 18.43573 16.36972 17.12842 0.066
C 19.16280 17.56704 17.62037 -0.146
C 18.35349 18.80114 17.19235 -0.163
C 18.12377 18.89696 15.64289 -0.131
N 17.46208 17.61094 15.34537 -0.003
H 18.77614 15.42582 17.29438 0.113
H 20.24486 17.56087 17.51122 0.120
H 19.11920 17.65552 18.74244 0.133
H 18.83350 19.72513 17.57161 0.119
H 17.33025 18.80120 17.64803 0.135
H 19.07815 18.93606 15.10598 0.120
H 17.50761 19.78220 15.40678 0.126
H 16.77192 17.59396 14.60356 0.127
```